# 1
Here is a 2-piece molecular cluster, C9H14 overall from the OMol25 dataset. Energies are from ωB97M-V/def2-TZVPD.

Atoms and positions in Å:
C -2.06 -1.13 0.43
C -2.61 -1.88 -0.78
C 1.68 -0.85 -0.43
C 0.08 0.72 -1.45
C 1.63 -0.13 0.74
C 1.01 -0.37 -1.58
C 0.68 1.69 2.15
C 0.85 1.03 0.82
C 0.06 1.44 -0.29
H 1.45 2.48 2.22
H -0.70 0.92 -2.17
H -2.49 -2.94 -0.62
H 2.30 -0.33 1.56
H -2.35 -1.42 1.44
H -0.24 2.27 2.12
H -0.97 -1.16 0.57
H 0.93 1.05 2.99
H -2.27 -1.58 -1.77
H -0.61 2.27 -0.16
H 2.36 -1.70 -0.42
H 1.18 -0.80 -2.55
H -3.68 -1.63 -0.77
H -2.40 -0.09 0.44

Output
HOMO-LUMO gap (spin up / spin down)   10.20 / 6.54 eV
HOMO (spin up / spin down)   -14.6 / -14.7 eV
Charge   +1
2S+1   2
E_LUMO (spin up / spin down)   -4.4 / -8.1 eV

Now the Mulliken charges, all in e: -0.63, -0.95, -0.45, -0.35, -0.50, -0.47, -1.49, 1.18, -0.40, 0.42, 0.47, 0.31, 0.45, 0.42, 0.38, 0.07, 0.41, 0.29, 0.40, 0.46, 0.44, 0.29, 0.26


# 2
Here is a 2-piece molecular cluster, C9H14 overall from the OMol25 dataset. Energies are from ωB97M-V/def2-TZVPD.

Atoms and positions in Å:
C 2.85 0.00 0.60
C 0.12 -0.33 0.02
C 2.11 -0.97 1.36
C 0.33 1.88 -1.48
C 0.81 0.69 -0.64
C 2.24 0.69 -0.39
C -3.66 -0.62 -0.85
C 0.75 -1.09 1.04
C -3.54 -0.42 0.64
H 2.83 1.32 -1.19
H 0.25 1.68 -2.59
H 2.64 -1.54 2.06
H -3.05 -1.22 1.40
H -0.96 -0.56 -0.08
H -4.40 -0.41 1.43
H -0.61 2.39 -0.93
H 3.86 0.22 0.77
H -4.56 -1.19 -1.21
H -2.75 -1.21 -1.03
H 1.03 2.68 -1.31
H -3.54 0.17 -1.38
H 0.14 -1.73 1.55
H -2.92 0.36 0.78

Output
HOMO-LUMO gap (spin up / spin down)   9.05 / 5.22 eV
HOMO (spin up / spin down)   -13.6 / -13.6 eV
Charge   +1
2S+1   2
E_LUMO (spin up / spin down)   -4.6 / -8.4 eV

Now the Mulliken charges, all in e: -0.53, 0.25, -0.50, -1.14, 0.57, -0.27, -0.80, -0.49, -0.83, 0.35, 0.32, 0.47, 0.20, 0.14, 0.31, 0.31, 0.44, 0.28, 0.24, 0.45, 0.37, 0.52, 0.33


# 3
Here is one molecule with the formula C9H14BNO4 from the OMol25 dataset. Energies are from ωB97M-V/def2-TZVPD.

Atoms and positions in Å:
O 0.58 0.18 -0.13
O -0.20 1.10 -2.47
O -0.54 -0.43 -4.25
O 0.09 -2.02 0.39
N -2.59 -0.65 -1.74
C 0.10 -1.04 -0.35
C -2.95 -1.82 -1.97
C -0.43 0.47 2.10
C 2.02 -0.12 1.74
C -0.33 -1.24 -1.76
C 0.81 0.68 1.28
C 1.03 2.23 1.06
C -0.72 -2.55 -2.19
C -2.02 -2.86 -2.33
B -0.36 -0.12 -2.94
H -2.28 -3.80 -2.87
H 2.91 0.33 1.32
H -1.20 1.15 1.94
H -0.92 -0.59 2.10
H -3.98 -1.98 -2.42
H 2.09 2.40 0.78
H 0.03 -3.28 -2.08
H -0.03 1.74 -3.11
H 0.72 2.71 1.93
H 1.71 -1.20 1.76
H -0.30 0.42 3.15
H 2.28 0.08 2.75
H 0.39 2.47 0.29
H -0.85 0.24 -4.92

Output
HOMO-LUMO gap (spin up / spin down)   8.66 / 8.32 eV
HOMO (spin up / spin down)   -9.1 / -8.5 eV
Charge   0
E_LUMO (spin up / spin down)   -0.5 / -0.2 eV

Now the Mulliken charges, all in e: -0.26, -0.40, -0.59, -0.66, -0.54, 0.51, 0.10, -1.64, -1.59, 0.12, 1.54, -1.71, -0.48, -0.49, 0.70, 0.36, 0.36, 0.46, 0.32, 0.33, 0.33, 0.44, 0.26, 0.46, 0.38, 0.45, 0.47, 0.45, 0.29


# 4
Here is C9H14BrF7GaO as an isolated structure from the OMol25 dataset. Energies are from ωB97M-V/def2-TZVPD.

Atoms and positions in Å:
Br 0.04 0.10 2.29
Ga 0.56 -0.41 -0.03
F -2.56 -3.39 -0.01
F 2.71 -1.89 3.01
F 3.60 -0.17 2.06
F -2.82 -1.23 0.25
F -1.25 -1.75 -1.87
F 4.76 -1.95 2.38
F -0.02 -3.13 -0.67
O -2.86 1.93 0.93
C -1.17 1.62 -1.52
C -1.91 -2.23 0.33
C 3.53 -1.51 2.02
C -0.74 -1.93 -0.59
C -1.68 2.97 -0.97
C 3.13 -2.06 0.66
C 2.46 -1.08 -0.30
C 0.28 1.27 -1.10
C -2.97 2.84 -0.16
H -0.91 3.43 -0.35
H 4.08 -2.42 0.23
H -1.21 1.64 -2.62
H 2.41 -1.58 -1.28
H 3.10 -0.20 -0.44
H -3.28 3.84 0.19
H -3.77 2.44 -0.79
H -1.91 3.67 -1.79
H -1.57 -2.32 1.37
H 0.68 2.07 -0.45
H 2.51 -2.94 0.83
H -2.26 2.29 1.60
H 0.93 1.21 -1.98
H -1.87 0.84 -1.20

Output
HOMO-LUMO gap   8.51 eV
HOMO   -5.3 eV
Charge   -1
E_LUMO   3.2 eV

Now the Mulliken charges, all in e: -0.56, -0.01, -0.31, -0.26, -0.27, -0.25, -0.31, -0.34, -0.34, -0.45, -0.27, 0.11, 0.86, 0.73, -0.62, -0.81, -0.92, -0.80, -0.75, 0.28, 0.37, 0.39, 0.48, 0.46, 0.37, 0.33, 0.31, 0.23, 0.29, 0.26, 0.28, 0.38, 0.14


# 5
Here is C9H14ErFN2O4P as an isolated structure from the OMol25 dataset. Energies are from ωB97M-V/def2-TZVPD.

Atoms and positions in Å:
Er 1.27 2.79 -4.14
P 0.35 -1.89 0.96
F -3.38 2.30 0.02
O 1.89 0.98 0.51
O 0.47 -3.50 0.38
O -0.97 -1.79 1.82
O 1.64 -1.60 2.04
N 0.54 -2.53 -2.76
N -0.17 1.88 -2.96
C 0.40 -0.77 -0.57
C -0.87 0.20 -0.75
C -2.82 1.24 0.83
C -0.48 1.25 -1.94
C -3.66 -0.12 0.71
C 0.43 -1.71 -1.88
C 3.27 1.45 0.63
C -1.25 1.09 0.54
C 1.83 -0.01 -0.55
H -1.73 -0.43 -1.18
H -0.65 0.74 1.47
H 2.20 -2.42 2.06
H -4.34 -0.01 -0.22
H -0.85 2.16 0.33
H 1.42 -3.74 0.25
H 3.78 0.82 1.46
H -3.01 -1.05 0.51
H 3.89 1.30 -0.33
H 2.61 -0.82 -0.25
H -2.92 1.59 1.93
H -4.33 -0.35 1.61
H 3.36 2.54 0.96
H 2.16 0.38 -1.57

Output
HOMO-LUMO gap (spin up / spin down)   7.91 / 4.15 eV
HOMO (spin up / spin down)   -19.9 / -19.0 eV
Charge   +3
2S+1   4
E_LUMO (spin up / spin down)   -12.0 / -14.8 eV

Now the Mulliken charges, all in e: 1.72, 0.84, -0.33, -0.28, -0.44, -0.19, -0.42, -0.38, -0.58, 1.24, 0.20, 0.10, -0.17, -0.93, -0.22, -0.74, -0.91, -1.13, 0.83, 0.54, 0.39, 0.33, 0.48, 0.39, 0.26, 0.21, 0.36, 0.55, 0.34, 0.31, 0.28, 0.35


# 6
Here is one molecule with the formula C9H14F5P from the OMol25 dataset. Energies are from ωB97M-V/def2-TZVPD.

Atoms and positions in Å:
P 0.20 0.01 0.62
F -0.43 -1.53 -1.64
F -3.32 -1.37 -1.17
F -2.52 0.18 1.82
F -4.41 -0.30 0.80
F -3.21 1.39 0.23
C -2.43 -0.70 -0.42
C 0.81 -2.61 1.02
C 2.75 -0.71 1.28
C 1.56 -1.27 0.55
C 0.50 1.52 -0.59
C 0.76 1.14 -1.98
C -0.57 2.63 -0.35
C -3.13 0.13 0.66
C -0.81 -0.82 -0.58
H 1.93 -1.54 -0.39
H 1.16 1.96 -2.58
H -0.13 3.68 -0.14
H -1.34 2.85 -1.16
H 0.14 -2.27 1.86
H 1.51 -3.22 1.61
H -0.19 0.82 -2.36
H 2.38 0.02 2.01
H 3.36 -0.14 0.44
H 3.47 -1.45 1.66
H 1.52 0.43 -2.11
H 1.40 1.98 -0.04
H 0.23 -3.15 0.36
H -1.18 2.32 0.57

Output
HOMO-LUMO gap (spin up / spin down)   8.81 / 8.81 eV
HOMO (spin up / spin down)   -8.6 / -8.6 eV
Charge   0
Structure (SMILES)   CC(C)P(/C(F)=C(/F)C(F)(F)F)C(C)C
E_LUMO (spin up / spin down)   0.2 / 0.2 eV

Now the Mulliken charges, all in e: -0.49, -0.29, -0.30, -0.21, -0.27, -0.23, -0.09, -1.48, -1.11, 0.35, 0.51, -1.75, -1.13, 0.81, 0.73, 0.39, 0.40, 0.29, 0.28, 0.37, 0.38, 0.44, 0.31, 0.26, 0.39, 0.35, 0.38, 0.39, 0.27


# 7
Here is C9H14FeN2P as an isolated structure from the OMol25 dataset. Energies are from ωB97M-V/def2-TZVPD.

Atoms and positions in Å:
Fe -0.19 1.36 -0.17
P -1.92 -0.63 0.53
N 1.02 -0.26 0.73
N 1.82 -2.22 1.35
C 0.25 2.87 -1.12
C -0.97 3.06 -0.32
C 0.02 1.70 -1.98
C 2.04 -1.37 2.42
C 0.96 -2.24 -0.91
C -1.31 1.23 -1.72
C -1.93 2.03 -0.75
C 1.22 -1.54 0.36
C 1.54 -0.15 2.04
H -0.03 -1.98 -1.31
H -1.84 -1.91 -0.08
H 2.48 -1.70 3.34
H 1.07 3.57 -1.15
H 2.07 -3.20 1.31
H -1.16 3.91 0.36
H -1.75 0.34 -2.17
H -2.98 1.93 -0.43
H 0.98 -3.33 -0.72
H 1.74 -2.01 -1.65
H -3.28 -0.47 0.21
H 0.70 1.25 -2.69
H -2.09 -0.99 1.89
H 1.54 0.75 2.61

Output
HOMO-LUMO gap (spin up / spin down)   3.04 / 8.80 eV
HOMO (spin up / spin down)   -2.2 / -9.0 eV
Charge   0
2S+1   6
E_LUMO (spin up / spin down)   0.8 / -0.2 eV

Now the Mulliken charges, all in e: 1.07, -0.67, -0.26, 0.11, -0.72, -0.58, -0.98, -0.61, -1.11, -0.73, -0.58, 0.11, -0.35, 0.22, 0.10, 0.45, 0.58, 0.29, 0.55, 0.64, 0.60, 0.42, 0.23, 0.14, 0.51, 0.09, 0.45


# 8
Here is C9H14HoN2O5S2 as an isolated structure from the OMol25 dataset. Energies are from ωB97M-V/def2-TZVPD.

Atoms and positions in Å:
Ho -0.58 -1.73 -0.32
S -0.56 -3.38 1.59
S -2.93 -1.49 -3.46
O 1.52 -1.02 -1.00
O -0.69 -1.90 1.94
O 0.67 -3.33 0.68
O -1.67 -3.56 0.60
O -0.49 -4.26 2.70
N -1.00 1.32 -1.32
N -0.99 0.69 -0.12
C -1.44 1.31 2.23
C -1.94 -1.58 -2.25
C 3.60 -2.06 -0.46
C -1.50 2.86 0.14
C -1.32 2.62 -1.21
C -1.46 3.52 -2.38
C 2.44 -0.40 1.11
C 2.45 -1.15 -0.19
C -1.32 1.62 0.78
H 3.59 -2.38 -1.50
H 2.27 0.66 0.91
H -2.49 1.33 2.53
H -0.94 0.76 -2.17
H 3.46 -2.93 0.18
H -0.64 3.37 -3.08
H 4.56 -1.61 -0.20
H -2.39 3.30 -2.91
H -1.48 4.56 -2.07
H -1.75 3.79 0.60
H 3.37 -0.53 1.66
H 1.61 -0.77 1.73
H -0.91 2.06 2.82
H -1.05 0.32 2.43

Output
HOMO-LUMO gap (spin up / spin down)   5.98 / 9.64 eV
HOMO (spin up / spin down)   -6.2 / -9.9 eV
Charge   0
2S+1   6
E_LUMO (spin up / spin down)   -0.2 / -0.2 eV

Now the Mulliken charges, all in e: 0.90, 1.29, -0.26, -0.59, -0.48, -0.54, -0.59, -0.71, 0.11, 0.05, -1.05, -0.09, -1.31, -1.01, 0.70, -1.25, -0.88, 1.05, 0.33, 0.34, 0.30, 0.28, 0.17, 0.30, 0.34, 0.40, 0.29, 0.34, 0.40, 0.40, 0.22, 0.31, 0.23


# 9
Here is C9H14INO2 as an isolated structure from the OMol25 dataset. Energies are from ωB97M-V/def2-TZVPD.

Atoms and positions in Å:
I 3.05 0.24 -0.43
O -0.03 0.95 2.10
O 1.91 -0.06 2.16
N 1.01 0.70 1.44
C -0.32 -1.90 0.02
C 1.51 -3.59 0.23
C -0.75 -0.87 -0.73
C -1.78 0.08 -0.19
C -1.96 1.45 -0.86
C 0.69 -2.78 -0.47
C -0.88 2.46 -0.36
C 0.56 1.99 -0.67
C 1.21 1.04 0.19
H -0.59 -0.62 -1.78
H -2.98 2.05 -0.69
H -0.83 3.53 -0.84
H 0.88 -2.77 -1.54
H -1.31 0.44 0.85
H 1.21 2.97 -0.81
H 2.23 -4.28 -0.30
H 1.46 -0.33 3.02
H -2.79 -0.32 -0.05
H 1.35 -3.72 1.31
H -1.05 2.57 0.77
H -1.97 1.26 -1.92
H -0.50 -1.95 1.16
H 0.68 1.46 -1.60

Output
HOMO-LUMO gap   8.47 eV
HOMO   -8.1 eV
Charge   0
E_LUMO   0.4 eV

Now the Mulliken charges, all in e: 0.04, -0.82, -0.48, 0.96, -0.20, -0.80, -0.34, -0.27, -0.86, -0.11, -0.65, -0.54, -0.28, 0.43, 0.25, 0.34, 0.28, 0.03, 0.36, 0.22, 0.38, 0.50, 0.24, 0.29, 0.36, 0.26, 0.41


# 10
Here is C9H14N as an isolated structure from the OMol25 dataset. Energies are from ωB97M-V/def2-TZVPD.

Atoms and positions in Å:
N 2.18 0.17 0.10
C -2.94 -1.16 -0.86
C -0.05 -1.03 1.02
C 3.36 0.41 0.88
C -1.73 -1.85 -0.85
C -2.19 1.35 -0.42
C -2.69 0.91 0.94
C -1.06 -1.04 0.05
C -2.25 -0.10 -0.08
C 2.05 0.49 -1.14
H -3.75 0.97 1.21
H -1.16 1.80 -0.43
H 1.09 0.15 -1.54
H -1.45 -2.97 -0.94
H 2.97 0.61 1.88
H 0.53 -1.94 1.13
H -3.02 1.66 -1.18
H -0.38 -0.34 1.89
H 3.94 1.35 0.49
H 0.89 -0.50 0.71
H -4.01 -1.51 -0.97
H -1.98 1.10 1.84
H 2.87 0.89 -1.71
H 3.99 -0.56 0.91

Output
HOMO-LUMO gap   8.02 eV
HOMO   -13.2 eV
Charge   +1
E_LUMO   -5.2 eV

Now the Mulliken charges, all in e: -0.18, -0.27, -0.56, -0.91, -0.82, -0.51, -0.74, 0.67, 0.54, -0.33, 0.28, 0.25, 0.21, 0.33, 0.31, 0.40, 0.28, 0.30, 0.34, 0.25, 0.37, 0.20, 0.33, 0.28